(1)
{
  "formula": "C22H47BGeN9O3Rb",
  "method": "ωB97M-V/def2-TZVPD",
  "elements": ["Rb", "Ge", "O", "O", "O", "N", "N", "N", "N", "N", "N", "N", "N", "N", "C", "C", "C", "C", "C", "C", "C", "C", "C", "C", "C", "C", "C", "C", "C", "C", "C", "C", "C", "C", "C", "C", "B", "H", "H", "H", "H", "H", "H", "H", "H", "H", "H", "H", "H", "H", "H", "H", "H", "H", "H", "H", "H", "H", "H", "H", "H", "H", "H", "H", "H", "H", "H", "H", "H", "H", "H", "H", "H", "H", "H", "H", "H", "H", "H", "H", "H", "H", "H", "H"],
  "xyz": [[-0.13, -1.04, -0.76], [0.19, 2.78, 2.45], [-2.63, -2.17, -1.42], [-0.33, 1.95, -0.35], [-2.66, 0.21, -0.35], [1.70, -3.96, 1.32], [1.06, -2.77, 1.36], [-0.96, 0.09, -4.11], [2.90, -0.41, -0.76], [-1.70, 3.75, 0.24], [1.47, -3.46, -1.93], [2.14, -4.32, -1.15], [-3.42, -3.24, 0.41], [1.23, 1.26, -2.55], [2.34, -3.04, -2.85], [-0.71, 1.54, -3.98], [0.77, 1.81, -3.81], [0.64, 4.73, 2.51], [-3.17, -0.79, 0.46], [2.61, 1.55, -2.21], [1.50, -2.14, 2.44], [1.58, 2.04, 3.68], [-3.65, -3.22, 1.84], [-0.85, 4.64, -0.54], [0.30, 1.61, 0.94], [-1.68, 2.40, -0.42], [3.42, -4.44, -1.56], [-3.05, -4.53, -0.16], [2.45, -2.92, 3.13], [3.60, -3.63, -2.67], [-3.06, -2.11, -0.28], [-2.54, 1.46, 0.38], [3.43, 0.31, -1.90], [-3.03, 4.32, 0.31], [2.54, -4.07, 2.37], [-1.49, 2.71, 3.50], [1.52, -4.95, 0.13], [0.61, 1.62, -1.80], [-2.72, -3.27, 2.41], [-3.55, 1.85, 0.56], [-0.36, -0.37, -3.43], [2.02, -2.33, -3.60], [3.40, -0.36, -2.77], [-1.07, 2.05, -4.88], [-2.05, -4.84, 0.17], [0.34, -5.15, -0.06], [4.49, 0.62, -1.78], [3.14, -4.96, 2.49], [1.57, 0.95, 3.63], [-1.36, 3.22, 4.46], [4.49, -3.50, -3.25], [-4.23, -0.61, 0.73], [2.57, 2.39, 3.37], [-1.21, 4.73, -1.58], [1.13, -1.14, 2.65], [1.49, 4.94, 1.86], [3.40, -1.25, -0.54], [-1.23, 1.98, -3.11], [-3.56, 4.22, -0.66], [-4.19, -2.32, 2.13], [1.42, 2.34, 4.72], [2.65, 2.22, -1.34], [-1.79, 1.68, 3.69], [1.33, 1.35, -4.64], [2.14, -5.96, 0.40], [0.93, 2.90, -3.88], [-1.90, -0.11, -3.81], [0.90, 5.05, 3.53], [-2.96, 5.38, 0.57], [-0.82, 5.63, -0.07], [3.10, 2.08, -3.04], [-3.04, -4.44, -1.24], [4.10, -5.09, -1.04], [-2.08, 1.19, 1.35], [2.98, -2.68, 4.03], [-3.78, -5.28, 0.15], [-2.29, 3.21, 2.95], [1.37, 1.52, 0.70], [-0.22, 5.31, 2.17], [0.17, 4.24, -0.56], [-3.63, 3.83, 1.08], [-2.62, -0.86, 1.41], [-4.26, -4.08, 2.11], [2.82, 0.17, 0.07]],
  "mulliken_charge": [0.4587, 0.6219, -0.6454, 0.6698, -0.1318, -0.1626, 0.2623, -0.6743, -0.1386, 0.6279, -0.3531, 0.2290, 0.1105, 1.0996, -0.4012, 0.0331, -0.9201, -1.6029, -0.6243, -0.8243, -0.1899, -1.2661, -0.9255, -1.2228, 0.8059, -2.1001, -0.2438, -1.0278, -0.8933, -0.8445, 0.5275, 0.0907, -0.7233, -1.3592, -0.3572, -1.2913, 0.2261, -0.2462, 0.2752, 0.2657, 0.0038, 0.5196, 0.2307, 0.3401, 0.2928, -0.3203, 0.3811, 0.4074, 0.1546, 0.5035, 0.3623, 0.3486, 0.3101, 0.3566, 0.0867, 0.3741, 0.2029, -0.1485, 0.3197, 0.3327, 0.4127, 0.1993, 0.2778, 0.3728, -0.2149, 0.3856, 0.3426, 0.4545, 0.3858, 0.5135, 0.4159, 0.2864, 0.4367, -0.2877, 0.3996, 0.3636, 0.2704, -0.7516, 0.3722, 0.0356, 0.2684, 0.4852, 0.3074, 0.0753],
  "homo_ev": 0.4389,
  "spin_multiplicity": 1,
  "e_above_lowest_kcal_mol": 23.5,
  "total_charge": -2
}

***

(2)
{
  "formula": "C22H47Cl3IN2O7P",
  "method": "ωB97M-V/def2-TZVPD",
  "elements": ["I", "Cl", "Cl", "Cl", "P", "O", "O", "O", "O", "O", "O", "O", "N", "N", "C", "C", "C", "C", "C", "C", "C", "C", "C", "C", "C", "C", "C", "C", "C", "C", "C", "C", "C", "C", "C", "C", "H", "H", "H", "H", "H", "H", "H", "H", "H", "H", "H", "H", "H", "H", "H", "H", "H", "H", "H", "H", "H", "H", "H", "H", "H", "H", "H", "H", "H", "H", "H", "H", "H", "H", "H", "H", "H", "H", "H", "H", "H", "H", "H", "H", "H", "H", "H"],
  "xyz": [[-0.61, 0.39, 1.69], [-1.72, 5.79, 1.90], [-2.93, 5.80, -0.74], [-0.67, 7.54, -0.17], [3.98, 1.32, -0.95], [-0.81, -2.13, -0.38], [-4.62, 2.38, -0.75], [-2.10, 0.72, -2.77], [2.11, -0.15, 0.41], [0.55, 2.84, -0.01], [3.40, -2.71, -2.32], [-2.88, -3.28, 0.57], [1.11, -1.98, 1.40], [-0.47, -0.10, -1.37], [0.90, -0.82, 0.58], [-0.79, -3.49, -0.74], [-2.11, -4.14, -0.23], [-2.12, 6.77, 0.49], [2.19, 1.07, -0.34], [1.78, 2.31, 0.46], [5.26, 0.17, 1.25], [4.96, -0.05, -0.25], [-2.64, 1.82, -2.03], [-4.97, 2.44, 1.61], [-2.43, -3.18, 1.91], [2.24, -1.98, 2.34], [-4.15, 1.69, -1.88], [3.89, 0.89, -2.74], [2.31, -2.79, -1.40], [0.63, 4.11, -0.61], [-2.74, -4.42, 2.74], [-4.64, 1.57, 0.42], [2.16, -0.94, 3.45], [1.22, -1.79, -1.80], [-1.79, -0.37, -1.93], [0.21, -1.25, -0.77], [6.27, 0.55, 1.37], [-2.94, -2.30, 2.32], [-1.87, -5.07, 0.29], [-2.80, 7.55, 0.80], [-4.14, 3.09, 1.85], [1.92, -3.81, -1.42], [0.06, -4.00, -0.26], [3.20, -1.93, 1.84], [-5.84, 3.06, 1.38], [-3.66, 1.09, 0.56], [2.55, 3.08, 0.36], [4.87, 0.56, -3.06], [3.16, 0.12, -2.98], [-1.95, -5.17, 2.64], [-0.24, 4.21, -1.26], [1.24, -2.78, 0.80], [1.57, 1.06, -1.24], [-2.40, 2.71, -2.61], [4.55, -1.04, -0.43], [1.76, -0.92, -2.17], [-3.68, -4.85, 2.40], [5.21, -0.76, 1.79], [3.15, -3.18, -3.12], [0.58, 4.90, 0.14], [-2.51, -0.43, -1.12], [0.07, 0.27, -2.14], [1.69, 2.03, 1.51], [-4.65, 2.09, -2.76], [-5.19, 1.81, 2.47], [-4.39, 0.62, -1.82], [2.33, 0.07, 3.07], [4.58, 0.90, 1.69], [-2.80, -4.15, 3.79], [-5.40, 0.79, 0.28], [1.53, 4.22, -1.23], [2.71, -2.58, -0.42], [-1.83, -1.26, -2.57], [0.67, -2.18, -2.65], [-2.16, 1.91, -1.06], [1.22, -1.00, 3.98], [-2.73, -4.40, -1.08], [5.90, -0.01, -0.80], [3.61, 1.80, -3.27], [2.20, -2.96, 2.82], [-1.36, -2.94, 1.93], [2.96, -1.16, 4.16], [-0.74, -3.64, -1.82]],
  "mulliken_charge": [-0.0395, -0.0981, -0.0741, -0.1288, -0.0958, 0.6088, -0.3810, -0.6117, 0.8175, 0.0566, -0.5238, -0.3813, 0.0993, 0.3408, -2.0061, -0.2348, -0.7658, -0.1178, 1.5700, -1.9059, -1.0970, -0.3110, 0.0650, -1.3506, 0.5819, -0.0749, -0.6943, -1.0642, -0.8463, -0.5899, -1.4652, 0.3288, -1.2251, 0.4677, -0.3221, -0.8040, 0.3218, 0.2716, 0.3408, 0.3907, 0.2544, 0.2834, 0.1138, 0.1288, 0.3495, -0.0622, 0.7571, 0.4417, 0.2320, 0.3199, 0.1199, 0.2152, -0.6255, 0.3712, 0.0624, -0.8010, 0.3004, 0.3036, 0.3888, 0.1556, 0.3453, 0.3778, 0.4038, 0.3122, 0.3877, 0.3878, 0.1230, 0.2430, 0.4513, 0.2747, 0.3293, 0.1577, 0.1562, 0.9882, 0.0641, 0.3141, 0.3488, 0.5717, 0.3654, 0.5104, -0.2200, 0.4537, 0.2929],
  "homo_ev": -8.1957,
  "smiles": "CCN[C@@](I)(O[C@@H](COC)P(C)CC)[C@](CCO)(NCOCCOCC)OCCOCC.ClC(Cl)Cl",
  "spin_multiplicity": 1
}

***

(3)
{
  "formula": "C22H47ClIN5O8P3",
  "method": "ωB97M-V/def2-TZVPD",
  "elements": ["I", "Cl", "P", "P", "P", "O", "O", "O", "O", "O", "O", "O", "O", "N", "N", "N", "N", "N", "C", "C", "C", "C", "C", "C", "C", "C", "C", "C", "C", "C", "C", "C", "C", "C", "C", "C", "C", "C", "C", "C", "H", "H", "H", "H", "H", "H", "H", "H", "H", "H", "H", "H", "H", "H", "H", "H", "H", "H", "H", "H", "H", "H", "H", "H", "H", "H", "H", "H", "H", "H", "H", "H", "H", "H", "H", "H", "H", "H", "H", "H", "H", "H", "H", "H", "H", "H", "H"],
  "xyz": [[1.90, -1.07, -4.74], [0.84, -6.55, 0.16], [0.18, -3.60, -1.43], [-2.45, -5.16, 0.78], [0.09, -5.91, -1.70], [-1.46, -3.41, -1.87], [1.50, -6.08, -2.51], [-4.25, -1.04, -2.40], [2.18, -0.29, 0.01], [-0.81, 2.88, 2.71], [-0.36, -3.71, 0.26], [3.81, 3.53, -0.55], [-0.91, -1.92, -4.40], [-2.35, -2.25, 4.03], [-6.81, -0.71, -0.96], [-3.86, -5.32, 1.49], [1.81, 4.14, 3.02], [5.21, 6.02, -0.01], [-6.03, -1.94, -1.09], [1.17, 4.00, 1.71], [0.14, 2.87, 1.67], [0.64, 5.36, 1.27], [1.30, -1.43, 0.10], [-1.96, -2.53, 1.67], [-1.98, -0.34, 2.65], [0.54, -3.57, -3.38], [0.64, -1.77, -1.23], [6.80, 4.51, -1.09], [-1.93, 3.72, 2.52], [-1.86, -1.15, 1.54], [-4.53, -1.75, -1.18], [-1.73, -3.46, 0.47], [-2.27, -2.87, -0.85], [-2.21, -3.02, 2.95], [-2.23, -0.94, 3.88], [4.06, 2.88, -1.79], [5.88, 4.72, 0.11], [4.90, 3.57, 0.35], [0.15, -2.32, -4.08], [-3.76, -3.07, -1.15], [0.03, 5.27, 0.36], [-6.37, -2.46, -1.99], [4.46, 3.56, -2.54], [6.51, 4.77, 1.01], [1.94, -2.26, 0.42], [1.96, 3.71, 1.00], [-6.76, -0.21, -1.84], [-2.31, -4.09, 3.13], [4.45, 3.71, 1.34], [-2.77, 3.29, 3.07], [1.47, 6.03, 1.06], [-4.52, -5.81, 0.90], [-2.34, -0.33, 4.77], [-0.19, -1.08, -1.45], [-2.08, -1.78, -0.87], [4.69, 6.21, 0.84], [-4.23, -3.71, -0.40], [0.56, -1.23, 0.88], [-1.85, 0.73, 2.56], [-2.20, 3.79, 1.46], [-1.39, -5.69, 1.52], [2.17, -5.45, -2.18], [1.73, 0.37, -0.52], [-1.75, 4.73, 2.91], [3.10, 2.49, -2.15], [-0.37, 2.85, 0.70], [6.28, 4.69, -2.02], [0.68, 1.92, 1.78], [-3.61, -0.34, -2.23], [-0.09, -4.34, -3.83], [-6.25, -2.59, -0.23], [4.75, 2.04, -1.66], [7.21, 3.50, -1.10], [-4.22, -1.13, -0.32], [1.59, -3.77, -3.57], [5.42, 2.60, 0.36], [1.08, 4.25, 3.72], [0.03, 5.82, 2.05], [1.57, -3.87, -1.06], [-2.33, -5.73, -0.49], [4.50, 5.93, -0.74], [-6.36, -0.10, -0.29], [-1.63, -0.71, 0.58], [2.27, 3.27, 3.27], [7.63, 5.22, -1.04], [1.42, -1.59, -1.98], [-3.84, -3.52, -2.14]],
  "mulliken_charge": [-0.1851, -0.2947, 0.7829, 0.1896, -0.0162, -0.6002, -0.3900, -0.6597, -0.5319, -0.4449, -0.5705, -0.2866, -0.4290, -0.6502, -0.7269, -0.8594, -0.6985, -0.7591, -0.8712, 1.4836, -0.7617, -1.7872, -0.5235, -0.2411, -1.0100, -0.7785, -0.7647, -1.4456, -0.8039, -0.5571, 0.6109, 2.2272, 0.2707, -0.5492, -0.5015, -0.8506, 0.2886, -0.6172, -0.0785, -0.6631, 0.3699, 0.4019, 0.2108, 0.3994, 0.2909, -0.2658, 0.3166, 0.4548, 0.3183, 0.3046, 0.3389, 0.2427, 0.4073, 0.4577, -0.2971, 0.2891, -0.0365, 0.2380, 0.4720, 0.3336, 0.1934, 0.3722, 0.2656, 0.2654, 0.3107, 0.4405, 0.2867, 0.2144, 0.3602, 0.5579, 0.3569, 0.3729, 0.3442, -0.0346, 0.5634, 0.4330, 0.3097, 0.3874, 0.2289, 0.0517, 0.3304, 0.2752, 0.7669, 0.3045, 0.3640, 0.1104, 0.3756],
  "homo_ev": -5.0080,
  "spin_multiplicity": 1,
  "total_charge": -1
}

***

(4)
{
  "formula": "C22H47I3NO8P",
  "method": "ωB97M-V/def2-TZVPD",
  "elements": ["I", "I", "I", "P", "O", "O", "O", "O", "O", "O", "O", "O", "N", "C", "C", "C", "C", "C", "C", "C", "C", "C", "C", "C", "C", "C", "C", "C", "C", "C", "C", "C", "C", "C", "C", "H", "H", "H", "H", "H", "H", "H", "H", "H", "H", "H", "H", "H", "H", "H", "H", "H", "H", "H", "H", "H", "H", "H", "H", "H", "H", "H", "H", "H", "H", "H", "H", "H", "H", "H", "H", "H", "H", "H", "H", "H", "H", "H", "H", "H", "H", "H"],
  "xyz": [[-2.43, -0.81, 0.58], [-1.48, 3.45, -1.82], [0.54, -3.51, 0.32], [-0.32, -0.11, -2.52], [-1.51, -0.14, -3.36], [0.10, -1.47, -1.83], [0.98, 0.37, -3.28], [-0.38, 0.82, -1.22], [-2.81, 1.02, 4.70], [6.73, -2.33, -1.79], [-1.53, 6.84, -3.11], [-2.25, -3.76, 3.41], [5.55, -0.85, -0.56], [-3.77, 1.89, 0.11], [-0.18, -2.68, -2.56], [4.29, -0.43, -2.73], [2.10, 0.83, -2.49], [-1.52, 1.62, 4.68], [-0.54, 0.81, 5.50], [-2.71, 7.47, -2.60], [-2.53, 1.12, -0.23], [-2.64, 7.60, -1.09], [4.75, -0.80, 0.66], [-0.85, -5.00, -1.87], [-1.53, 1.54, -0.98], [3.38, 0.67, -3.30], [-2.59, -5.87, 2.28], [0.23, -3.93, -1.77], [-1.83, -5.12, 3.36], [4.85, -3.27, -0.73], [5.79, -2.14, -1.07], [5.13, 0.12, -1.58], [-1.99, -5.78, 4.72], [-1.04, 1.80, 3.25], [-2.92, 8.81, -3.28], [-3.19, -3.75, 3.64], [-1.80, 8.23, -0.80], [3.13, 0.46, -4.34], [-3.66, -5.88, 2.50], [0.38, -2.64, -3.49], [-0.78, 7.40, -2.89], [-0.89, 0.69, 6.53], [1.92, 1.85, -2.18], [-0.08, 2.30, 3.20], [5.04, 0.08, 1.23], [-0.43, -0.19, 5.07], [-4.59, 1.22, 0.33], [-2.73, 0.15, 4.29], [-3.53, 6.80, -2.87], [-1.83, -4.56, -1.65], [3.91, 1.63, -3.24], [-1.66, 2.60, 5.15], [-3.04, -5.78, 5.02], [3.65, -1.25, -2.40], [4.67, -3.81, -1.66], [-1.25, -2.72, -2.74], [-0.86, -5.43, -2.88], [-3.55, 8.04, -0.69], [4.95, -0.78, -3.52], [-3.60, 2.52, 0.98], [-1.63, -6.81, 4.71], [-2.97, 8.70, -4.36], [-0.77, -5.08, 3.09], [-2.25, -6.90, 2.19], [5.99, 0.65, -1.98], [0.45, 1.28, 5.53], [-4.07, 2.53, -0.72], [2.16, 0.23, -1.58], [-2.46, -5.38, 1.31], [3.67, -0.76, 0.48], [-0.96, 0.82, 2.77], [-1.76, 2.39, 2.68], [-2.50, 6.62, -0.63], [1.18, -4.32, -2.13], [-0.68, -5.79, -1.15], [-2.09, 9.48, -3.05], [4.54, 0.88, -1.05], [-3.84, 9.29, -2.93], [4.97, -1.67, 1.28], [-1.43, -5.22, 5.48], [5.31, -3.94, 0.00], [3.90, -2.94, -0.33]],
  "mulliken_charge": [0.1797, 0.0481, -0.0320, 0.3029, -0.8179, 0.4673, -0.3549, 0.0373, -0.5323, -0.5881, -0.4931, -0.4306, 0.0470, -1.4940, -0.6244, -0.2641, -0.0448, 0.3203, -1.1927, 0.4042, 0.6047, -1.0909, -1.0108, -1.4837, -0.4553, -1.1141, -1.1318, -0.1327, 0.5607, -1.0347, 0.6892, -0.9511, -1.4265, -0.7916, -1.3354, 0.3002, 0.3207, 0.4300, 0.3621, 0.2831, 0.3337, 0.3313, 0.2477, 0.4103, 0.3126, 0.2574, 0.3847, 0.3222, 0.2506, 0.4056, 0.3391, 0.3031, 0.3591, 0.1467, 0.3475, 0.4028, 0.3759, 0.3623, 0.4847, 0.2417, 0.3845, 0.3199, 0.1440, 0.3795, 0.1385, 0.3543, 0.4776, 0.2759, 0.1778, 0.2702, 0.0485, 0.1552, 0.2147, 0.4519, 0.4238, 0.3504, 0.5885, 0.3757, 0.4308, 0.3290, 0.3601, 0.1998],
  "homo_ev": -8.6857,
  "smiles": "CC(=O)N(C)CCCCO[P@@](=O)(OC[C@H](C)I)O/C(I)=C(/C)I.CC(C)O.CC(C)O.CC(C)O",
  "spin_multiplicity": 1
}

***

no.,E_LUMO (eV),total energy (Eh)
1,3.79,-3710.76621
2,0.32,-3522.12001
3,2.03,-3524.15838
4,0.28,-2757.63738